Density functional theory data (wB97M-V/def2-TZVPD) for a gas-phase ion, C27H59NO6P (charge +1) at a distorted geometry.

Last columns: bonded neighbours and bond lengths (Å).
Positions of all 94 atoms, in Å:
1 C -6.5649 -4.0116 -0.1016  H2 1.087, C3 1.524, H93 1.087, H94 1.087
2 H -7.5965 -3.6697 -0.0986  C1 1.087
3 C -5.6107 -2.8248 -0.1538  C1 1.524, C4 1.528, H91 1.094, H92 1.094
4 C -5.7907 -1.9037 1.0516  C3 1.528, C5 1.527, H89 1.091, H90 1.092
5 C -4.8838 -0.6757 1.0052  C4 1.527, H6 1.094, C7 1.527, H88 1.096
6 H -5.1108 -0.0980 0.1047  C5 1.094
7 C -5.0708 0.2114 2.2344  C5 1.527, C8 1.530, H86 1.091, H87 1.092
8 C -4.1822 1.4564 2.2342  C7 1.530, C9 1.530, H84 1.092, H85 1.093
9 C -4.5868 2.4912 1.1830  C8 1.530, C10 1.530, H82 1.092, H83 1.092
10 C -3.9129 3.8485 1.3969  C9 1.530, C11 1.531, H80 1.092, H81 1.092
11 C -2.4146 3.8682 1.0845  C10 1.531, C12 1.528, H78 1.090, H79 1.091
12 C -2.1269 3.9327 -0.4150  C11 1.528, C13 1.529, H76 1.094, H77 1.092
13 C -0.6512 3.7094 -0.7490  C12 1.529, C14 1.527, H74 1.094, H75 1.092
14 C 0.2579 4.8163 -0.2185  C13 1.527, C15 1.529, H72 1.091, H73 1.092
15 C 1.6948 4.6946 -0.7262  C14 1.529, C16 1.528, H70 1.093, H71 1.092
16 C 2.3798 3.3981 -0.2960  C15 1.528, C17 1.527, H68 1.092, H69 1.091
17 C 3.8773 3.4281 -0.5937  C16 1.527, C18 1.529, H66 1.092, H67 1.092
18 C 4.5663 2.0999 -0.2795  C17 1.529, C19 1.528, H64 1.093, H65 1.092
19 C 4.3096 1.0351 -1.3447  C18 1.528, H20 1.089, C21 1.522, H63 1.091
20 H 3.2411 0.8692 -1.4703  C19 1.089
21 C 4.9383 -0.3001 -0.9727  C19 1.522, H22 1.098, O23 1.419, H62 1.100
22 H 4.8738 -1.0050 -1.8124  C21 1.098
23 O 4.2382 -0.8344 0.1397  C21 1.419, C24 1.405
24 C 4.8731 -1.9461 0.7179  O23 1.405, C25 1.538, H60 1.101, H61 1.099
25 C 3.9376 -2.5298 1.7900  C24 1.538, C26 1.536, H54 1.101, O55 1.417
26 C 2.8015 -3.3246 1.1281  C25 1.536, H27 1.095, H28 1.093, O29 1.413
27 H 1.9313 -3.3210 1.7922  C26 1.095
28 H 3.1215 -4.3535 0.9470  C26 1.093
29 O 2.4661 -2.8100 -0.1442  C26 1.413, P30 1.592
30 P 1.5558 -1.5200 -0.3463  O29 1.592, O31 1.462, O32 1.555, O34 1.654
31 O 1.6187 -1.0070 -1.7143  P30 1.462
32 O 1.6066 -0.5058 0.8313  P30 1.555, H33 0.982
33 H 2.2685 -0.7222 1.5238  O32 0.982
34 O 0.0357 -2.1085 -0.0645  P30 1.654, C35 1.404
35 C -0.5800 -2.7972 -1.1215  O34 1.404, C36 1.533, H52 1.096, H53 1.093
36 C -1.9202 -2.1674 -1.5167  C35 1.533, H37 1.092, H38 1.093, N39 1.491
37 H -2.4225 -2.8681 -2.1874  C36 1.092
38 H -2.5191 -2.0564 -0.6094  C36 1.093
39 N -1.8837 -0.8381 -2.1910  C36 1.491, C40 1.476, C44 1.475, C48 1.475
40 C -3.2529 -0.5396 -2.6541  N39 1.476, H41 1.089, H42 1.089, H43 1.089
41 H -3.5643 -1.2593 -3.4093  C40 1.089
42 H -3.9507 -0.5828 -1.8188  C40 1.089
43 H -3.2885 0.4576 -3.0894  C40 1.089
44 C -0.9737 -0.8421 -3.3522  N39 1.475, H45 1.092, H46 1.088, H47 1.088
45 H 0.0637 -0.8925 -3.0154  C44 1.092
46 H -1.1041 0.0773 -3.9191  C44 1.088
47 H -1.1921 -1.6897 -3.9986  C44 1.088
48 C -1.4658 0.2210 -1.2540  N39 1.475, H49 1.088, H50 1.088, H51 1.087
49 H -1.4851 1.1837 -1.7601  C48 1.088
50 H -2.1389 0.2555 -0.3992  C48 1.088
51 H -0.4546 0.0358 -0.9001  C48 1.087
52 H -0.8011 -3.8164 -0.7830  C35 1.096
53 H 0.1010 -2.8587 -1.9745  C35 1.093
54 H 4.5165 -3.2035 2.4401  C25 1.101
55 O 3.3263 -1.5296 2.5862  C25 1.417, C56 1.418
56 C 4.2178 -0.7128 3.3275  O55 1.418, H57 1.093, H58 1.088, H59 1.092
57 H 4.9153 -1.3264 3.9037  C56 1.093
58 H 3.5955 -0.1356 4.0079  C56 1.088
59 H 4.7743 -0.0350 2.6769  C56 1.092
60 H 5.8335 -1.6457 1.1643  C24 1.101
61 H 5.0739 -2.7227 -0.0334  C24 1.099
62 H 5.9972 -0.1668 -0.7064  C21 1.100
63 H 4.7267 1.3593 -2.2990  C19 1.091
64 H 5.6440 2.2648 -0.2035  C18 1.093
65 H 4.2117 1.7316 0.6849  C18 1.092
66 H 4.3372 4.2191 0.0024  C17 1.092
67 H 4.0360 3.6757 -1.6453  C17 1.092
68 H 2.2324 3.2511 0.7764  C16 1.092
69 H 1.9276 2.5504 -0.8120  C16 1.091
70 H 1.7038 4.7634 -1.8165  C15 1.093
71 H 2.2683 5.5403 -0.3406  C15 1.092
72 H 0.2652 4.7904 0.8719  C14 1.091
73 H -0.1428 5.7843 -0.5269  C14 1.092
74 H -0.5354 3.6607 -1.8360  C13 1.094
75 H -0.3292 2.7545 -0.3279  C13 1.092
76 H -2.7275 3.1761 -0.9284  C12 1.094
77 H -2.4405 4.9060 -0.7975  C12 1.092
78 H -1.9743 4.7426 1.5635  C11 1.090
79 H -1.9354 2.9851 1.5109  C11 1.091
80 H -4.0640 4.1445 2.4366  C10 1.092
81 H -4.4084 4.5941 0.7713  C10 1.092
82 H -5.6679 2.6346 1.2410  C9 1.092
83 H -4.3601 2.1237 0.1798  C9 1.092
84 H -4.2551 1.9239 3.2179  C8 1.092
85 H -3.1409 1.1567 2.0926  C8 1.093
86 H -6.1164 0.5179 2.2977  C7 1.091
87 H -4.8475 -0.3800 3.1249  C7 1.092
88 H -3.8370 -0.9977 0.9602  C5 1.096
89 H -6.8301 -1.5743 1.0945  C4 1.091
90 H -5.5864 -2.4667 1.9642  C4 1.092
91 H -5.7909 -2.2610 -1.0741  C3 1.094
92 H -4.5816 -3.1962 -0.1791  C3 1.094
93 H -6.4210 -4.6595 -0.9630  C1 1.087
94 H -6.3963 -4.5955 0.7996  C1 1.087

As for the HOMO energy: -12.321 eV. The frontier orbital gap comes out at 10.4 eV. The value obtained for the largest force on an atom is 1.5 eV/Å. The net charge is +1. The value obtained for the energy relative to the best compared isomer or geometry (same formula, charge and spin) is 0.0 kJ/mol. For the energy, the calculation gives -52017.9347 eV.